{"formula": "C3H4FP", "method": "the ωB97M-V functional and the def2-TZVPD basis", "elements": ["C", "C", "P", "F", "C", "H", "H", "H", "H"], "positions_angstrom": [[0.268, 0.422, -0.516], [-0.793, 0.031, 0.350], [-2.890, -0.755, -0.096], [-3.397, 0.704, -0.682], [-1.688, -0.015, 1.256], [-0.106, 0.538, -1.523], [1.076, -0.341, -0.505], [0.591, 1.357, -0.165], [-1.823, 0.102, 2.422]], "lumo_energy_ev": 0.722, "orbital_gap_ev": 8.58, "e_above_lowest_ev": 1.184, "smiles": "CC1=P(F)=C1", "e_homo_ev": -7.86, "charge": 0, "max_force_ev_per_a": 4.01, "spin_multiplicity": 1, "energy_ha": -557.8392}

{"formula": "Cr2F4H20O14P2", "method": "the ωB97M-V functional and the def2-TZVPD basis", "elements": ["Cr", "Cr", "O", "P", "O", "F", "F", "O", "P", "O", "F", "F", "O", "H", "H", "O", "H", "H", "O", "H", "H", "O", "H", "H", "O", "H", "H", "O", "H", "H", "O", "H", "H", "O", "H", "H", "O", "H", "H", "O", "H", "H"], "positions_angstrom": [[-0.091, -1.564, 2.517], [-2.019, -1.312, -2.950], [-1.415, -2.396, 1.298], [-2.351, -2.940, 0.123], [-2.272, -2.308, -1.299], [-3.838, -2.747, 0.652], [-2.203, -4.579, -0.027], [0.227, -0.546, 0.809], [0.200, 0.146, -0.603], [-0.633, -0.422, -1.777], [1.770, 0.156, -1.081], [-0.231, 1.639, -0.399], [2.650, 2.628, -0.882], [2.547, 1.692, -1.050], [2.009, 2.821, -0.198], [-0.178, 0.506, 3.269], [-0.865, 1.064, 2.904], [0.544, 1.106, 3.456], [-2.998, 0.283, -2.073], [-2.764, 1.209, -2.133], [-3.894, 0.284, -1.735], [-2.513, 0.121, 1.505], [-2.683, 0.925, 1.997], [-3.339, -0.066, 1.059], [-2.448, 2.731, -1.840], [-1.527, 2.619, -1.607], [-2.439, 3.359, -2.562], [4.672, -0.310, 0.583], [5.499, 0.091, 0.315], [4.203, -0.463, -0.237], [2.432, -0.330, 2.227], [2.519, 0.467, 2.751], [3.257, -0.390, 1.745], [-0.063, -1.542, -3.959], [0.178, -1.156, -4.801], [0.753, -1.910, -3.621], [1.509, -2.931, 1.523], [2.405, -3.217, 1.699], [1.354, -3.178, 0.611], [1.056, 3.409, 1.198], [0.293, 2.950, 0.846], [0.687, 4.100, 1.748]], "lumo_energy_ev": [-18.285, -16.331], "orbital_gap_ev": [2.48, 5.60], "e_above_lowest_ev": 4.339, "e_homo_ev": [-20.76, -21.93], "charge": 4, "max_force_ev_per_a": 5.43, "spin_multiplicity": 7, "energy_ha": -4234.9966}

{"formula": "C26H48Cl3EuN5O3PSi", "method": "the ωB97M-V functional and the def2-TZVPD basis", "elements": ["C", "C", "H", "H", "H", "C", "C", "H", "H", "H", "H", "Eu", "Cl", "Cl", "C", "O", "N", "C", "C", "H", "H", "H", "H", "H", "H", "H", "H", "H", "C", "C", "N", "H", "C", "O", "H", "H", "H", "H", "O", "C", "C", "C", "H", "C", "H", "C", "H", "C", "C", "H", "H", "H", "Si", "Cl", "C", "C", "C", "H", "H", "H", "H", "H", "H", "H", "H", "H", "C", "N", "C", "N", "C", "N", "C", "P", "C", "C", "H", "H", "H", "H", "H", "H", "H", "H", "H", "H", "H", "H"], "positions_angstrom": [[2.299, -1.302, -5.499], [1.394, -0.279, -4.827], [2.806, -0.824, -6.357], [1.748, -2.170, -5.905], [3.022, -1.688, -4.759], [0.749, 0.697, -5.603], [0.490, 0.631, -7.059], [0.553, 1.659, -5.129], [-0.120, -0.220, -7.410], [1.394, 0.687, -7.690], [-0.109, 1.509, -7.326], [-1.643, -1.137, 1.111], [1.437, -1.442, 2.723], [-2.249, -3.064, 2.830], [0.046, 1.747, 1.177], [-1.064, 1.133, 1.206], [0.081, 3.066, 1.276], [-1.142, 3.880, 1.281], [1.363, 3.744, 1.324], [1.006, 1.192, 1.112], [-2.044, 3.262, 1.403], [-1.218, 4.440, 0.334], [-1.081, 4.597, 2.111], [2.142, 2.973, 1.256], [1.461, 4.281, 2.279], [1.453, 4.433, 0.472], [-1.987, -1.734, -3.693], [-2.211, 1.383, -4.099], [-2.916, -1.380, -3.223], [-3.041, 1.121, -3.433], [-2.716, -0.052, -2.624], [-3.211, -2.098, -2.454], [-2.819, 0.109, -1.288], [-3.326, -0.731, -0.489], [-3.220, 1.961, -2.752], [-2.367, 1.054, -0.917], [-3.687, -1.288, -3.998], [-3.932, 0.909, -4.039], [0.762, -0.927, -3.527], [1.738, 0.079, -3.367], [0.007, 1.834, -2.642], [1.336, 1.412, -2.829], [-0.814, 1.134, -2.793], [-0.272, 3.182, -2.392], [2.672, -0.302, -2.940], [2.379, 2.319, -2.558], [-1.307, 3.551, -2.346], [0.776, 4.090, -2.236], [2.101, 3.649, -2.255], [3.392, 1.962, -2.743], [0.555, 5.152, -2.011], [2.931, 4.336, -2.087], [0.547, -3.505, -1.216], [0.101, -1.103, -0.776], [-1.101, -4.343, -0.765], [1.467, -3.908, 0.415], [1.452, -4.161, -2.695], [-1.968, -3.662, -0.773], [-1.051, -4.760, 0.258], [-1.310, -5.185, -1.449], [0.805, -4.253, -3.583], [1.853, -5.174, -2.466], [2.301, -3.511, -2.962], [2.119, -3.065, 0.694], [2.094, -4.818, 0.334], [0.733, -4.079, 1.234], [0.806, -0.378, 7.318], [0.902, 0.732, 6.338], [-0.427, 1.320, 6.064], [-1.406, 0.302, 5.613], [-1.486, -0.750, 6.656], [-0.182, -1.410, 6.928], [0.261, -2.224, 5.772], [0.504, -1.007, 4.432], [1.561, 0.322, 5.117], [-1.136, -0.212, 4.271], [0.492, 0.063, 8.278], [1.792, -0.849, 7.422], [-0.327, 2.107, 5.304], [-0.817, 1.735, 7.005], [-2.230, -1.503, 6.375], [-1.799, -0.227, 7.572], [1.193, -2.769, 6.011], [-0.519, -2.959, 5.500], [1.611, 1.151, 4.403], [2.566, -0.077, 5.298], [-1.892, -0.958, 3.967], [-1.107, 0.586, 3.511]], "lumo_energy_ev": [0.019, 0.007], "orbital_gap_ev": [4.11, 4.10], "e_above_lowest_ev": 12.120, "e_homo_ev": [-4.09, -4.09], "charge": 0, "max_force_ev_per_a": 6.10, "spin_multiplicity": 7, "energy_ha": -4240.5453}

{"formula": "C2H2I2S2", "method": "the ωB97M-V functional and the def2-TZVPD basis", "elements": ["C", "C", "S", "S", "I", "I", "H", "H"], "positions_angstrom": [[0.516, 0.434, -0.022], [-0.366, -0.553, 0.033], [0.001, 2.137, 0.160], [-0.034, -2.250, 0.119], [2.550, -0.095, 0.032], [-2.432, -0.072, 0.024], [1.057, 2.981, -0.469], [-1.292, -2.582, 0.124]], "lumo_energy_ev": -0.214, "orbital_gap_ev": 8.24, "e_above_lowest_ev": 0.243, "e_homo_ev": -8.46, "charge": 0, "max_force_ev_per_a": 2.78, "spin_multiplicity": 1, "energy_ha": -1469.1184}

{"formula": "C15H60BrNO19P2", "method": "the ωB97M-V functional and the def2-TZVPD basis", "elements": ["O", "C", "O", "N", "P", "O", "O", "P", "O", "Br", "H", "H", "H", "H", "C", "O", "H", "H", "H", "H", "C", "O", "H", "H", "H", "H", "C", "O", "H", "H", "H", "H", "C", "O", "H", "H", "H", "H", "C", "O", "H", "H", "H", "H", "C", "O", "H", "H", "H", "H", "C", "O", "H", "H", "H", "H", "C", "O", "H", "H", "H", "H", "C", "O", "H", "H", "H", "H", "C", "O", "H", "H", "H", "H", "C", "O", "H", "H", "H", "H", "C", "O", "H", "H", "H", "H", "C", "O", "H", "H", "H", "H", "C", "O", "H", "H", "H", "H"], "positions_angstrom": [[1.806, 3.910, 0.231], [1.102, 2.755, 0.260], [-0.362, 2.912, -0.034], [1.738, 1.429, 0.617], [0.667, 0.038, 0.311], [-0.566, -0.155, 1.525], [0.034, 0.007, -1.310], [3.363, 1.224, -0.087], [4.102, -0.066, 0.886], [3.308, 0.357, -2.192], [-0.625, 3.678, 0.581], [-0.179, 0.286, 2.360], [-0.652, 0.727, -1.455], [3.616, -0.894, 0.543], [-0.001, 7.285, -0.780], [1.375, 7.158, -1.090], [-0.478, 7.916, -1.534], [-0.469, 6.297, -0.786], [-0.113, 7.747, 0.203], [1.771, 6.593, -0.405], [2.756, -2.833, 2.833], [2.147, -1.563, 2.967], [1.977, -3.597, 2.778], [3.352, -2.857, 1.917], [3.392, -3.027, 3.700], [2.862, -0.906, 3.014], [3.620, 0.290, -5.987], [3.056, -0.889, -5.443], [4.691, 0.137, -6.133], [3.151, 0.509, -6.949], [3.464, 1.122, -5.295], [2.105, -0.722, -5.324], [-3.015, 2.336, 1.914], [-2.355, 3.480, 1.404], [-2.536, 1.441, 1.511], [-2.942, 2.328, 3.004], [-4.064, 2.354, 1.609], [-2.801, 4.259, 1.778], [7.708, -1.049, -5.037], [7.143, -2.228, -4.493], [8.779, -1.203, -5.183], [7.239, -0.830, -5.999], [7.552, -0.218, -4.345], [6.193, -2.062, -4.374], [-6.427, 1.903, 4.125], [-5.767, 3.047, 3.615], [-5.948, 1.008, 3.723], [-6.354, 1.895, 5.215], [-7.476, 1.921, 3.820], [-6.214, 3.826, 3.989], [-2.847, 5.915, -3.517], [-2.230, 4.641, -3.503], [-3.836, 5.826, -3.972], [-2.951, 6.282, -2.493], [-2.239, 6.609, -4.103], [-1.355, 4.751, -3.094], [5.532, -4.363, 0.150], [4.922, -3.092, 0.284], [4.753, -5.127, 0.095], [6.128, -4.387, -0.766], [6.168, -4.557, 1.017], [5.638, -2.436, 0.331], [-6.089, 0.479, 0.067], [-6.252, 0.643, 1.464], [-5.718, -0.529, -0.131], [-7.051, 0.616, -0.432], [-5.367, 1.211, -0.304], [-6.582, 1.547, 1.609], [-0.595, -3.891, -2.097], [0.045, -2.965, -2.956], [-0.525, -4.889, -2.535], [-0.101, -3.887, -1.123], [-1.648, -3.618, -1.986], [-0.034, -2.089, -2.542], [0.496, -0.166, 6.094], [1.659, -0.117, 5.287], [0.551, 0.627, 6.843], [-0.388, -0.014, 5.470], [0.440, -1.135, 6.596], [1.583, -0.832, 4.632], [-8.995, 3.481, 6.380], [-8.355, 4.406, 5.521], [-8.925, 2.482, 5.942], [-8.501, 3.484, 7.354], [-10.048, 3.753, 6.492], [-8.434, 5.282, 5.935], [0.918, -7.516, -1.572], [-0.445, -7.407, -1.936], [1.531, -7.489, -2.477], [1.192, -6.680, -0.924], [1.082, -8.463, -1.052], [-0.964, -7.434, -1.114], [3.940, -6.187, -3.500], [3.777, -6.022, -2.103], [4.311, -7.195, -3.698], [2.978, -6.050, -3.999], [4.662, -5.455, -3.872], [3.447, -5.119, -1.958]], "lumo_energy_ev": -0.181, "orbital_gap_ev": 8.78, "e_homo_ev": -8.96, "charge": 0, "max_force_ev_per_a": 8.35, "spin_multiplicity": 1, "energy_ha": -5348.2817}

{"formula": "C51H41BrN5O4PmSb2", "method": "the ωB97M-V functional and the def2-TZVPD basis", "elements": ["Pm", "O", "C", "N", "C", "C", "C", "C", "C", "C", "N", "C", "O", "C", "C", "C", "C", "C", "N", "C", "C", "C", "C", "C", "N", "H", "H", "H", "H", "H", "H", "H", "H", "H", "H", "H", "H", "Br", "C", "C", "C", "C", "C", "N", "C", "O", "O", "H", "H", "H", "C", "C", "C", "Sb", "C", "C", "C", "C", "C", "C", "C", "C", "C", "C", "C", "C", "Sb", "C", "C", "C", "C", "C", "C", "C", "C", "C", "C", "C", "C", "H", "H", "H", "H", "H", "H", "H", "H", "H", "H", "H", "H", "H", "H", "H", "H", "H", "H", "H", "H", "H", "H", "H", "H", "H", "H"], "positions_angstrom": [[6.157, 11.349, 18.311], [7.834, 14.598, 15.626], [7.210, 13.647, 16.115], [6.782, 13.438, 17.370], [6.974, 14.492, 18.297], [6.840, 15.875, 18.008], [6.949, 16.783, 19.004], [7.341, 16.442, 20.271], [7.576, 15.120, 20.580], [7.398, 14.149, 19.568], [7.579, 12.742, 19.811], [8.518, 12.386, 20.713], [9.347, 13.071, 21.354], [8.457, 10.898, 21.038], [9.343, 10.422, 22.016], [9.174, 9.149, 22.477], [8.141, 8.385, 22.028], [7.317, 8.885, 20.985], [7.459, 10.156, 20.484], [6.846, 12.481, 15.171], [7.002, 12.685, 13.787], [6.651, 11.647, 12.912], [6.063, 10.519, 13.478], [5.884, 10.418, 14.865], [6.316, 11.394, 15.703], [6.514, 16.132, 17.002], [6.787, 17.828, 18.744], [7.386, 17.232, 21.011], [7.990, 14.759, 21.515], [10.059, 11.151, 22.406], [9.802, 8.738, 23.289], [8.073, 7.392, 22.440], [6.557, 8.206, 20.574], [7.419, 13.643, 13.484], [6.678, 11.853, 11.846], [5.691, 9.742, 12.874], [5.360, 9.642, 15.337], [5.518, 12.783, 22.274], [4.545, 13.547, 20.809], [3.956, 14.808, 21.069], [3.170, 15.359, 20.074], [2.971, 14.674, 18.871], [3.644, 13.435, 18.733], [4.473, 12.896, 19.622], [3.402, 12.620, 17.413], [2.622, 13.013, 16.602], [4.097, 11.524, 17.326], [4.019, 15.265, 22.075], [2.538, 16.248, 20.290], [2.276, 14.943, 18.069], [2.995, 8.551, 18.273], [3.185, 7.059, 18.358], [4.631, 6.638, 18.632], [6.278, 7.588, 17.541], [6.453, 6.446, 15.803], [5.348, 5.751, 15.285], [5.408, 5.220, 14.033], [6.547, 5.316, 13.302], [7.689, 5.969, 13.789], [7.618, 6.538, 15.031], [8.107, 6.957, 18.588], [8.172, 5.819, 19.385], [9.359, 5.544, 20.041], [10.526, 6.295, 19.822], [10.430, 7.438, 19.010], [9.202, 7.824, 18.510], [3.496, 9.636, 20.056], [1.791, 10.934, 20.282], [0.958, 11.188, 19.174], [-0.144, 12.012, 19.350], [-0.474, 12.509, 20.632], [0.390, 12.272, 21.723], [1.486, 11.516, 21.512], [2.773, 8.114, 21.378], [1.516, 7.573, 21.340], [1.170, 6.441, 22.054], [2.108, 5.854, 22.856], [3.406, 6.420, 22.986], [3.678, 7.576, 22.239], [2.025, 8.782, 17.878], [3.693, 8.984, 17.555], [2.779, 6.662, 17.394], [2.571, 6.629, 19.168], [4.764, 5.578, 18.698], [4.821, 6.844, 19.695], [4.419, 5.631, 15.843], [4.503, 4.778, 13.601], [6.511, 4.975, 12.297], [8.606, 6.086, 13.170], [8.484, 7.063, 15.413], [7.286, 5.193, 19.680], [9.354, 4.730, 20.744], [11.481, 6.021, 20.257], [11.373, 8.041, 18.880], [9.149, 8.780, 18.001], [1.118, 10.859, 18.127], [-0.753, 12.292, 18.500], [-1.388, 13.095, 20.647], [0.195, 12.758, 22.691], [2.093, 11.299, 22.384], [0.766, 7.994, 20.674], [0.159, 5.997, 21.979], [1.845, 4.954, 23.453], [4.091, 5.989, 23.681], [4.712, 7.941, 22.283]], "lumo_energy_ev": [0.013, 0.061], "orbital_gap_ev": [7.07, 7.12], "e_above_lowest_ev": 1.537, "e_homo_ev": [-7.05, -7.06], "charge": 0, "max_force_ev_per_a": 2.99, "spin_multiplicity": 5, "energy_ha": -6205.7525}

{"formula": "CsH2O", "method": "the ωB97M-V functional and the def2-TZVPD basis", "elements": ["Cs", "O", "H", "H"], "positions_angstrom": [[-0.491, -0.897, -2.184], [0.373, 0.099, 0.472], [-0.584, 0.199, 0.527], [0.701, 0.599, 1.184]], "lumo_energy_ev": -3.972, "orbital_gap_ev": 12.43, "e_above_lowest_ev": 0.216, "e_homo_ev": -16.40, "charge": 1, "max_force_ev_per_a": 2.37, "spin_multiplicity": 1, "energy_ha": -96.3739}

{"formula": "C26H28N5PSSn", "method": "the ωB97M-V functional and the def2-TZVPD basis", "elements": ["Sn", "C", "C", "C", "C", "C", "C", "H", "H", "H", "H", "H", "H", "N", "P", "C", "C", "C", "C", "C", "C", "C", "C", "C", "C", "C", "C", "C", "C", "C", "C", "C", "N", "H", "H", "H", "H", "H", "H", "H", "H", "H", "H", "H", "H", "H", "H", "H", "N", "N", "H", "H", "H", "H", "S", "C", "C", "N", "C", "H", "H", "H"], "positions_angstrom": [[-0.641, -0.400, -2.266], [-2.503, 1.350, -3.185], [-1.477, 2.222, -2.782], [-1.299, 2.512, -1.430], [-2.160, 1.962, -0.485], [-3.197, 1.123, -0.876], [-3.369, 0.812, -2.221], [-2.706, 1.177, -4.237], [-0.865, 2.733, -3.513], [-0.523, 3.204, -1.130], [-2.044, 2.219, 0.560], [-3.891, 0.735, -0.142], [-4.193, 0.185, -2.534], [1.867, -1.001, 3.965], [2.707, 0.345, 4.032], [4.362, 0.168, 4.475], [4.717, 0.622, 5.765], [6.029, 0.488, 6.170], [6.975, -0.041, 5.295], [6.625, -0.461, 4.012], [5.316, -0.371, 3.588], [1.956, 1.858, 3.979], [2.843, 2.970, 3.943], [2.339, 4.230, 4.167], [0.982, 4.388, 4.444], [0.100, 3.297, 4.476], [0.567, 2.033, 4.229], [0.541, -1.380, 3.463], [-0.223, -2.126, 4.344], [-1.471, -2.531, 3.905], [-1.837, -2.205, 2.610], [-0.958, -1.494, 1.804], [0.232, -1.042, 2.223], [2.379, -1.787, 4.369], [3.982, 1.051, 6.436], [6.320, 0.802, 7.164], [8.006, -0.126, 5.617], [7.378, -0.863, 3.349], [5.035, -0.712, 2.600], [3.901, 2.824, 3.764], [2.996, 5.089, 4.150], [0.598, 5.381, 4.650], [-0.942, 3.456, 4.718], [-0.099, 1.181, 4.265], [0.134, -2.364, 5.338], [-2.127, -3.103, 4.549], [-2.784, -2.537, 2.207], [-1.265, -1.357, 0.766], [-1.039, -2.490, -3.435], [-2.443, -2.231, -3.127], [-0.913, -2.707, -4.423], [-0.738, -3.318, -2.925], [-2.900, -3.080, -2.803], [-2.915, -1.975, -3.991], [1.532, 0.575, -6.436], [2.214, -0.765, -5.630], [1.605, -0.955, -4.438], [0.606, -0.039, -4.157], [0.474, 0.822, -5.155], [3.021, -1.336, -6.063], [1.854, -1.727, -3.724], [-0.252, 1.618, -5.175]], "lumo_energy_ev": -12.603, "orbital_gap_ev": 7.00, "e_above_lowest_ev": 4.207, "e_homo_ev": -19.60, "charge": 4, "max_force_ev_per_a": 0.61, "spin_multiplicity": 1, "energy_ha": -2233.7182}